[1]
C26H16F12N6O3Re | wB97M-V/def2-TZVPD

Geometry as XYZ:
```
64
Properties=species:S:1:pos:R:3
Re -0.75 0.65 1.36
C -1.99 -3.95 -4.04
C -1.48 -2.91 -3.13
C -0.71 -1.83 -3.60
C -0.25 -0.91 -2.71
C -0.49 -1.02 -1.28
N 0.15 -0.18 -0.45
C 1.35 0.32 -0.95
C 2.19 -0.60 -1.64
C 3.33 -0.19 -2.29
C 3.65 1.16 -2.32
C 4.85 1.67 -3.04
C 2.84 2.07 -1.60
C 1.74 1.68 -0.87
C 0.97 2.73 -0.09
O -0.10 2.18 0.65
C 1.87 3.38 1.01
F 1.15 4.18 1.78
F 2.35 2.38 1.77
F 2.88 4.05 0.50
C 0.30 3.77 -1.05
F -0.32 3.08 -2.01
F -0.59 4.49 -0.40
F 1.21 4.56 -1.60
C -1.45 -2.02 -0.85
C -1.86 -2.94 -1.75
C -1.93 -2.07 0.59
O -1.79 -0.82 1.20
C -3.47 -2.36 0.72
F -3.78 -3.59 0.35
F -3.85 -2.16 1.97
F -4.11 -1.49 -0.07
C -1.05 -3.06 1.41
F -1.29 -4.31 1.05
F -1.25 -2.91 2.71
F 0.24 -2.77 1.15
H -1.49 -3.96 -5.00
H -1.94 -4.94 -3.57
H -3.06 -3.76 -4.22
H -0.54 -1.71 -4.66
H 0.21 0.00 -3.07
H 1.97 -1.66 -1.54
H 3.98 -0.91 -2.77
H 5.27 0.94 -3.72
H 4.62 2.59 -3.58
H 5.63 1.93 -2.31
H 3.11 3.12 -1.63
H -2.51 -3.75 -1.44
O -1.71 1.47 2.76
N -2.74 2.30 2.34
C -3.86 2.02 2.90
C -4.99 2.83 2.57
N -5.91 3.46 2.30
C -3.98 0.92 3.82
N -4.00 0.04 4.56
N 1.54 0.07 4.68
C 2.34 -0.65 3.80
C 1.73 -0.58 2.60
N 0.56 0.18 2.75
C 0.49 0.56 4.05
H 1.72 0.20 5.67
H 3.24 -1.14 4.12
H 2.02 -1.00 1.66
H -0.29 1.15 4.50
```

Net charge: +3
Relative energy (zero: lowest compared OMol25 entry of this formula, charge and spin) (kJ/mol): 36.71
LUMO (Eh): -0.464
Kohn-Sham gap (eV): 5.71

[2]
C3H3ClN2OS | wB97M-V/def2-TZVPD

Geometry as XYZ:
```
11
Properties=species:S:1:pos:R:3
C 1.10 -0.07 -0.02
C -0.86 0.89 -0.05
C -1.06 -0.37 0.06
H 2.73 -1.60 0.16
H -1.23 2.65 0.21
H 0.18 -2.07 -0.29
N 0.56 1.14 -0.04
N 0.07 -1.08 0.20
O -1.73 1.86 -0.04
S 2.84 -0.30 -0.09
Cl -2.61 -1.05 -0.09
```

Relative energy (zero: lowest compared OMol25 entry of this formula, charge and spin) (kJ/mol): 64.48
LUMO (Eh): 0.017
Kohn-Sham gap (eV): 8.61

[3]
C38H33N2ORuS2Se2 | wB97M-V/def2-TZVPD

Geometry as XYZ:
```
79
Properties=species:S:1:pos:R:3
Ru 0.42 -0.48 -0.46
S -0.51 -0.69 6.75
C -2.12 -0.81 7.28
C -2.99 -0.81 6.24
C -2.34 -0.71 4.98
C -0.98 -0.65 5.09
C 0.05 -0.57 4.04
C -0.28 -0.55 2.67
N 0.61 -0.51 1.69
C 1.93 -0.50 2.02
C 2.36 -0.51 3.35
C 3.75 -0.50 3.68
C 4.69 -0.50 2.71
C 4.30 -0.50 1.34
C 5.25 -0.50 0.31
C 4.86 -0.51 -1.01
C 3.48 -0.51 -1.26
N 2.57 -0.50 -0.31
C 2.94 -0.50 0.99
C 5.81 -0.52 -2.13
C 5.53 -0.52 -3.47
C 6.69 -0.53 -4.28
C 7.84 -0.53 -3.54
S 7.51 -0.52 -1.87
C 1.39 -0.54 4.36
H -2.35 -0.87 8.34
H -4.06 -0.87 6.36
H -2.88 -0.69 4.05
H -1.30 -0.59 2.33
H 4.04 -0.51 4.73
H 5.74 -0.50 2.96
H 6.30 -0.50 0.58
H 3.09 -0.51 -2.26
H 4.53 -0.52 -3.87
H 6.68 -0.54 -5.36
H 8.86 -0.53 -3.90
H 1.72 -0.55 5.39
C 1.05 0.20 -5.15
Se 0.56 -0.37 -3.33
C -0.69 1.15 -3.24
C -0.07 2.43 -2.70
Se 0.50 2.18 -0.85
C 1.16 3.96 -0.47
H 0.19 0.06 -5.79
H 1.87 -0.43 -5.51
H 1.39 1.23 -5.15
H -1.53 0.85 -2.63
H -1.06 1.33 -4.25
H -0.80 3.24 -2.73
H 0.80 2.71 -3.30
H 0.35 4.67 -0.54
H 1.97 4.21 -1.15
H 1.55 3.95 0.55
O 0.41 -2.27 -0.51
C -6.41 -1.02 -3.06
C -5.50 -2.00 -3.43
C -4.20 -1.96 -2.95
C -3.78 -0.96 -2.07
C -4.70 0.04 -1.73
C -6.00 0.01 -2.22
C -2.37 -0.96 -1.62
C -1.77 -0.46 -0.53
C -2.55 0.02 0.63
C -3.72 -0.61 1.08
C -4.37 -0.18 2.23
C -3.86 0.88 2.97
C -2.71 1.53 2.54
C -2.07 1.08 1.40
H -7.42 -1.04 -3.44
H -5.80 -2.79 -4.10
H -3.50 -2.73 -3.24
H -4.40 0.87 -1.10
H -6.70 0.79 -1.94
H -1.72 -1.44 -2.34
H -4.10 -1.47 0.55
H -5.26 -0.70 2.57
H -4.36 1.21 3.88
H -2.30 2.35 3.11
H -1.16 1.57 1.07
```

Spin multiplicity: 2
Relative energy (zero: lowest compared OMol25 entry of this formula, charge and spin) (kJ/mol): 150.36
LUMO (alpha / beta) (Eh): -0.028 / -0.028
Kohn-Sham gap (alpha / beta) (eV): 5.90 / 5.20